No. 1
ORCA calculation (ωB97M-V/def2-TZVPD) on an isolated molecule of C7H8BrNO2.

Calculated values
- total charge = 0
- strongest force on any atom (eV/A) = 4.1
- LUMO level (eV) = -0.62
- HOMO-LUMO gap (eV) = 9.631
- SMILES string = CC(C)(Br)C1=CC(=O)NC1=O
- electronic energy (Ha) = -3050.77951

Last columns: bonded neighbours and bond lengths (Å).
Atoms and positions in Å:
1 C 0.844 0.016 -0.839  C2 1.458, H12 1.171, H13 1.107, H14 1.118
2 C 0.086 1.069 -0.173  C1 1.458, C3 1.504, Br4 1.949, C5 1.551
3 C 0.953 2.260 0.133  C2 1.504, H15 1.055, H16 1.101, H17 1.013
4 Br -1.270 1.730 -1.407  C2 1.949
5 C -0.611 0.575 1.122  C2 1.551, C6 1.324, C10 1.614
6 C -1.653 1.089 1.757  C5 1.324, C7 1.480, H18 1.037
7 C -1.785 0.368 3.044  C6 1.480, O8 1.202, N9 1.349
8 O -2.387 0.720 4.023  C7 1.202
9 N -1.001 -0.727 2.974  C7 1.349, C10 1.337, H19 1.028
10 C -0.153 -0.738 1.940  C5 1.614, N9 1.337, O11 1.206
11 O 0.740 -1.518 1.721  C10 1.206
12 H 1.645 0.439 -1.582  C1 1.171
13 H 1.319 -0.634 -0.080  C1 1.107
14 H 0.311 -0.767 -1.434  C1 1.118
15 H 1.484 2.641 -0.696  C3 1.055
16 H 0.279 3.074 0.437  C3 1.101
17 H 1.706 2.128 0.797  C3 1.013
18 H -2.226 1.923 1.530  C6 1.037
19 H -1.167 -1.512 3.617  N9 1.028

No. 2
ORCA calculation (ωB97M-V/def2-TZVPD) on a cluster of 2 separate species, C3H9NO3 in total.

Calculated values
- total charge = +1
- strongest force on any atom (eV/A) = 4.6
- spin multiplicity = 2
- ⟨S²⟩ = 0.754
- LUMO level (alpha / beta) (eV) = -3.94 / -9.77
- HOMO-LUMO gap (alpha / beta) (eV) = 9.787 / 3.958
- electronic energy (Ha) = -399.82343

Last columns: bonded neighbours and bond lengths (Å).
Atoms and positions in Å:
1 C 0.431 0.274 0.655  C2 1.549, N6 1.454, H7 1.111, H8 1.092
2 C 1.269 -1.018 0.488  C1 1.549, C3 1.514, H9 1.107, H10 1.106
3 C 0.304 -2.184 0.532  C2 1.514, O4 1.360, O5 1.195
4 O 0.919 -3.393 0.622  C3 1.360, H11 0.964
5 O -0.866 -2.114 0.297  C3 1.195
6 N 1.282 1.453 0.619  C1 1.454, H12 1.030, H13 1.027
7 H -0.357 0.220 1.436  C1 1.111
8 H -0.163 0.269 -0.261  C1 1.092
9 H 2.189 -1.001 1.103  C2 1.107
10 H 1.705 -1.072 -0.527  C2 1.106
11 H 0.316 -4.019 1.037  O4 0.964
12 H 1.855 1.514 1.472  N6 1.030
13 H 0.688 2.289 0.559  N6 1.027
14 H -3.012 4.837 -1.929  O16 0.961
15 H -3.386 5.793 -3.062  O16 0.964
16 O -2.634 5.367 -2.635  H14 0.961, H15 0.964

No. 3
ORCA calculation (ωB97M-V/def2-TZVPD) on a cluster of 3 separate species, C4H13NO2 in total.

Calculated values
- total charge = 0
- strongest force on any atom (eV/A) = 5.9
- LUMO level (eV) = 0.47
- HOMO-LUMO gap (eV) = 9.226
- SMILES string = C=C(C)NC.O.O
- electronic energy (Ha) = -365.33908

Last columns: bonded neighbours and bond lengths (Å).
Atoms and positions in Å:
1 C -1.004 0.674 -2.145  C2 1.274, H6 1.216, H7 1.122
2 C 0.065 0.057 -1.828  C1 1.274, C3 1.615, N4 1.435
3 C 1.562 0.487 -2.253  C2 1.615, H8 1.138, H9 1.119, H10 1.090
4 N -0.038 -1.260 -1.268  C2 1.435, C5 1.524, H11 0.981
5 C 0.043 -1.310 0.253  N4 1.524, H12 1.073, H13 1.140, H14 1.089
6 H -0.834 1.679 -2.807  C1 1.216
7 H -1.834 0.536 -1.403  C1 1.122
8 H 2.178 -0.457 -2.096  C3 1.138
9 H 1.453 0.613 -3.360  C3 1.119
10 H 1.812 1.376 -1.675  C3 1.090
11 H -0.964 -1.500 -1.489  N4 0.981
12 H 0.709 -0.579 0.670  C5 1.073
13 H -0.996 -1.259 0.720  C5 1.140
14 H 0.170 -2.382 0.401  C5 1.089
15 O -1.404 -0.821 3.489  H16 0.966, H17 0.893
16 H -1.374 -1.130 4.404  O15 0.966
17 H -0.734 -0.237 3.404  O15 0.893
18 O 0.381 1.496 2.543  H19 0.945, H20 0.971
19 H 1.135 1.902 2.143  O18 0.945
20 H -0.325 2.114 2.297  O18 0.971

No. 4
ORCA calculation (ωB97M-V/def2-TZVPD) on a cluster of 3 separate species, C6H9NO in total.

Calculated values
- total charge = 0
- strongest force on any atom (eV/A) = 8.6
- LUMO level (eV) = 0.53
- HOMO-LUMO gap (eV) = 9.258
- electronic energy (Ha) = -363.72717

Last columns: bonded neighbours and bond lengths (Å).
Atoms and positions in Å:
1 C 0.315 0.697 -0.878  C2 1.543, C6 1.347, H9 1.157, N16 1.486
2 C 1.741 0.328 -0.417  C1 1.543, C3 1.335, H10 1.028
3 C 1.730 -0.446 0.670  C2 1.335, C4 1.465, H11 1.148
4 C 0.351 -0.448 1.166  C3 1.465, C5 1.446, C6 1.616, H12 1.009
5 C -0.630 -1.209 0.426  C4 1.446, C6 1.534, H13 1.182, O17 1.358
6 C -0.566 0.276 0.050  C1 1.347, C4 1.616, C5 1.534, H15 1.068
7 H -1.282 1.470 -1.925  no bonds
8 H -1.047 2.670 -0.331  no bonds
9 H -0.103 0.249 -1.859  C1 1.157
10 H 2.432 0.568 -1.139  C2 1.028
11 H 2.678 -0.742 1.247  C3 1.148
12 H 0.352 -0.288 2.162  C4 1.009
13 H -0.218 -2.058 -0.286  C5 1.182
14 H -2.159 -2.400 1.215  O17 1.078
15 H -1.506 0.712 0.307  C6 1.068
16 N -0.194 2.031 -1.289  C1 1.486
17 O -1.893 -1.410 0.881  C5 1.358, H14 1.078